C3H3CoO | ωB97M-V with the def2-TZVPD basis set

Geometry (Å):
Co -0.186 -1.511 1.640
O -0.167 -1.184 3.356
C 0.192 -0.437 0.046
C 0.729 0.704 -0.345
C -0.449 0.322 -1.156
H 1.608 1.346 -0.333
H -0.332 -0.115 -2.160
H -1.395 0.876 -1.049

Calculated values
- DFT total energy: -1573.8792 a.u.
- Highest occupied orbital energy (spin up / spin down): -9.17 / -9.13 eV
- Multiplicity: 5
- Orbital gap (spin up / spin down): 9.0 / 7.4 eV
- Maximum force: 1.41 eV/A
- Energy above the lowest of the compared OMol25 structures with the same formula, charge and spin: 0.000 eV

Results of the natural (NBO) charge analysis, in e, for atoms 1 through 5:
1 Co 1.34
2 O -0.69
3 C -0.58
4 C -0.20
5 C -0.46

C15H37FNO8P2 | ωB97M-V with the def2-TZVPD basis set

Geometry (Å):
P -4.024 -1.533 -0.585
P 3.787 2.370 1.274
F 0.777 -0.977 -4.697
O 3.056 1.752 0.150
O -4.156 -1.997 -2.110
O 5.101 2.934 1.988
O -4.772 -0.153 -0.635
O -5.072 -2.580 0.031
O 3.685 1.077 2.317
O 2.716 3.368 1.955
O -2.664 -1.746 -0.114
N 0.970 0.310 -2.784
C 5.697 -0.161 1.617
C -5.894 0.131 -1.479
C 1.821 4.124 1.122
C -5.065 -2.806 1.445
C -5.414 -1.572 2.255
C 1.029 -0.981 -3.286
C 5.161 3.401 3.344
C -7.208 -0.394 -0.941
C 2.367 -1.766 -3.062
C 3.582 -0.885 -2.779
C 5.285 2.315 4.392
C 4.202 -0.180 1.892
C -2.615 -3.496 -3.225
C 0.421 3.559 1.202
C -3.007 -2.058 -2.983
H 0.234 -1.588 -2.792
H 6.058 4.021 3.373
H 6.055 -1.171 1.412
H 4.337 1.812 4.567
H 0.015 3.689 2.208
H -2.474 -4.018 -2.278
H -0.238 4.059 0.492
H -3.398 -4.021 -3.778
H -6.350 -1.134 1.911
H 2.198 -2.429 -2.212
H 3.663 -0.511 1.001
H -1.688 -3.541 -3.798
H -5.513 -1.830 3.310
H 5.929 0.462 0.750
H 0.833 0.243 -1.778
H 3.978 -0.883 2.696
H 6.016 1.565 4.098
H -5.799 -3.592 1.622
H 6.248 0.243 2.466
H 2.541 -2.428 -3.919
H -3.296 -1.582 -3.921
H -5.709 -0.218 -2.492
H 0.429 2.493 0.979
H 4.322 4.060 3.558
H 3.808 -0.948 -1.713
H 3.418 0.169 -2.999
H -4.087 -3.191 1.741
H -4.640 -0.808 2.163
H -7.309 -0.182 0.122
H -7.299 -1.470 -1.085
H -5.932 1.219 -1.528
H 5.604 2.774 5.331
H 2.164 4.132 0.087
H 4.470 -1.198 -3.336
H 1.845 5.153 1.489
H -8.029 0.088 -1.476
H -2.169 -1.494 -2.573

Calculated values
- Charge: -1
- DFT total energy: -2033.0734 a.u.
- Highest occupied orbital energy: -1.38 eV
- Multiplicity: 1
- Orbital gap: 3.9 eV
- Maximum force: 7.07 eV/A
- Energy above the lowest of the compared OMol25 structures with the same formula, charge and spin: 0.000 eV

Results of the natural (NBO) charge analysis, in e, for atoms 1 through 5:
1 P 2.57
2 P 2.48
3 F -0.44
4 O -0.95
5 O -0.86

C9H8FNO2 | ωB97M-V with the def2-TZVPD basis set

Geometry (Å):
F 2.046 1.395 -1.149
O -2.927 0.783 -0.414
O -2.244 2.361 -1.627
N -2.170 1.226 -1.193
C 2.144 1.788 1.153
C -1.098 -0.795 -2.360
C 1.482 1.678 2.411
C 0.183 0.924 0.188
C 1.459 1.350 0.036
C -0.551 0.805 1.358
C -0.562 0.498 -3.059
C 0.193 1.125 2.534
C -1.059 0.454 -1.608
H 0.472 0.490 -3.322
H 3.129 2.050 1.029
H 2.022 2.061 3.233
H -0.446 -1.675 -1.961
H -2.151 -1.103 -2.654
H -1.217 1.114 -3.711
H -1.381 0.181 1.305
H -0.192 1.208 3.541

Calculated values
- DFT total energy: -652.5894 a.u.
- Highest occupied orbital energy: -9.73 eV
- Multiplicity: 1
- Orbital gap: 9.2 eV
- Maximum force: 4.89 eV/A
- Energy above the lowest of the compared OMol25 structures with the same formula, charge and spin: 7.576 eV

Results of the natural (NBO) charge analysis, in e, for atoms 1 through 5:
1 F -0.31
2 O -0.37
3 O -0.40
4 N 0.49
5 C -0.25

C3H4Br3I3N | ωB97M-V with the def2-TZVPD basis set

Geometry (Å):
I -1.195 -2.005 3.350
I -2.511 1.236 2.312
I -2.648 -1.625 0.160
Br 0.859 2.687 1.490
Br 2.778 0.151 1.699
Br 0.734 0.868 4.018
N -0.131 -0.218 1.188
C -0.072 0.308 -0.176
C 1.137 0.947 2.184
C -1.436 -0.559 1.711
H 0.458 -1.059 1.224
H 0.912 0.742 -0.373
H -0.204 -0.493 -0.907
H -0.838 1.068 -0.336

Calculated values
- Charge: +1
- DFT total energy: -8786.1375 a.u.
- Highest occupied orbital energy (spin up / spin down): -10.46 / -12.96 eV
- Multiplicity: 3
- Orbital gap (spin up / spin down): 5.4 / 5.3 eV
- Maximum force: 3.40 eV/A

Results of the natural (NBO) charge analysis, in e, for atoms 1 through 5:
1 I 0.31
2 I 0.27
3 I 0.54
4 Br 0.22
5 Br 0.21

C52H49KN8O4S2SbTe | ωB97M-V with the def2-TZVPD basis set

Geometry (Å):
Te -0.218 -2.278 -1.415
Sb 1.430 3.300 -2.033
K -1.598 0.379 0.219
S 0.539 -0.739 5.939
S -0.188 1.749 -2.310
O -0.707 -0.813 5.217
O 1.378 0.424 5.785
O 3.106 2.053 2.752
O 4.079 0.441 3.807
N -3.209 -0.885 -1.668
N 1.840 -1.230 3.173
N -3.713 -1.504 -3.875
N -2.506 0.861 2.675
N 3.161 0.909 3.153
N -3.727 -1.066 0.925
N -4.527 -1.799 0.061
N 0.523 -0.829 1.433
C -6.275 -4.129 -4.027
C 5.303 1.252 0.131
C 2.905 5.208 -3.903
C -4.474 0.646 4.016
C 1.723 -3.103 -1.306
C -3.893 1.399 5.025
C 0.192 -0.967 7.666
C -4.209 -1.730 -1.182
C 3.241 -4.760 -0.431
C 1.510 -2.183 5.502
C 1.940 4.105 -6.265
C 1.054 6.493 0.945
C -5.897 -3.513 -1.734
C 3.134 2.454 -1.123
C -5.339 -3.209 -4.447
C 2.817 5.179 -6.303
C -4.387 -0.419 1.800
C -3.024 -0.823 -2.946
C -0.203 7.010 0.672
C -0.666 0.187 8.169
C 2.445 -1.915 4.318
C 4.230 0.482 -0.289
C -2.605 1.866 4.845
C 1.542 3.575 -5.045
C 0.850 -1.703 2.369
C 2.125 0.036 2.699
C 4.068 -3.015 -1.860
C -0.978 6.463 -0.343
C 4.229 3.222 -0.726
C -0.323 -2.338 -4.467
C 1.957 -4.244 -0.543
C 3.300 5.732 -5.124
C 2.030 4.126 -3.867
C -6.555 -4.284 -2.668
C -2.128 -4.436 -4.698
C -4.677 -2.437 -3.496
C -1.685 -3.776 -5.835
C 3.146 1.079 -0.922
C 1.548 5.433 0.197
C 2.786 -2.492 -1.964
C 0.205 -3.031 2.529
C -0.777 -2.729 -5.720
C 4.298 -4.145 -1.088
C -1.955 1.566 3.656
C -0.764 -3.001 -3.323
C -1.668 -4.052 -3.445
C -3.746 0.390 2.861
C 0.777 4.892 -0.827
C 5.307 2.623 -0.097
C 1.309 0.263 1.638
C -4.945 -2.574 -2.138
C -0.491 5.402 -1.092
H 3.979 6.574 -5.156
H 1.132 -4.738 -0.046
H -3.409 -1.459 -4.834
H 0.934 -3.809 2.759
H -0.298 -3.282 1.596
H 2.519 5.020 0.438
H 0.853 2.739 -5.005
H 0.369 -1.509 -4.377
H -1.961 6.863 -0.551
H 5.298 -4.550 -1.004
H -0.327 -1.923 7.753
H 4.887 -2.536 -2.381
H -4.442 1.617 5.932
H -0.420 -2.219 -6.606
H 6.142 0.787 0.633
H -0.584 7.837 1.256
H 1.148 -1.026 8.186
H 1.296 1.138 1.012
H -0.546 -2.992 3.319
H 6.147 3.225 0.223
H 4.252 4.291 -0.902
H -7.292 -5.009 -2.350
H 3.414 -5.652 0.158
H -0.854 0.057 9.234
H -2.240 -0.173 -3.327
H -0.158 1.139 8.022
H 2.613 -1.607 -2.565
H 3.275 5.655 -2.987
H 3.272 -1.297 4.646
H -0.942 1.917 3.489
H 2.857 -2.863 3.967
H 1.652 6.910 1.745
H -5.109 -3.085 -5.498
H 4.229 -0.588 -0.125
H 1.563 3.682 -7.186
H -1.623 0.207 7.651
H -2.102 2.456 5.599
H 0.809 -2.996 5.324
H -5.477 -0.454 1.809
H -6.101 -3.615 -0.678
H 2.124 -2.442 6.366
H -6.795 -4.734 -4.758
H -2.024 -4.564 -2.560
H -5.479 0.259 4.116
H 3.124 5.591 -7.255
H -1.104 4.967 -1.873
H -2.038 -4.081 -6.812
H 2.298 0.479 -1.239
H -2.835 -5.252 -4.783

Calculated values
- Charge: +1
- DFT total energy: -4654.2877 a.u.
- Highest occupied orbital energy: -9.84 eV
- Multiplicity: 1
- Orbital gap: 7.7 eV
- Maximum force: 0.54 eV/A

Results of the Löwdin charge analysis, in e, for atoms 1 through 5:
1 Te 1.38
2 Sb 1.25
3 K 0.48
4 S 0.65
5 S -0.02

C14H22N2O3P2Sm | ωB97M-V with the def2-TZVPD basis set

Geometry (Å):
Sm 1.026 -0.125 -1.864
P -1.406 1.786 -0.846
P 1.072 0.828 1.081
O 0.863 -1.142 -3.778
O 2.092 -4.296 -1.053
O -1.121 -1.033 -2.764
N 1.025 -2.329 -1.518
N 3.411 -1.090 -1.522
C 1.482 2.596 1.390
C -3.312 -0.029 2.341
C 0.182 -3.023 -2.494
C 2.016 -0.062 2.374
C 2.065 -3.090 -1.063
C 3.259 -2.267 -0.623
C -0.988 -0.032 2.846
C -0.673 0.553 1.598
C -2.804 1.303 -1.891
C -1.772 3.548 -0.458
C -1.729 0.873 0.715
C -0.194 -1.729 -3.214
C -3.028 0.519 1.090
C -2.287 -0.308 3.238
H 3.017 -1.876 0.364
H -2.796 0.213 -1.806
H 0.756 -3.716 -3.066
H -3.870 0.670 0.390
H 4.126 -2.887 -0.576
H -2.793 3.581 -0.171
H 2.589 2.740 1.366
H 1.940 0.331 3.383
H -3.753 1.678 -1.546
H -2.686 1.535 -2.938
H 1.092 3.126 0.526
H 1.716 -1.098 2.361
H 4.125 -0.486 -1.131
H 1.024 2.958 2.311
H -4.325 -0.235 2.624
H -0.166 -0.324 3.520
H -1.606 4.186 -1.331
H 3.722 -1.444 -2.420
H -1.132 3.921 0.351
H -2.531 -0.784 4.191
H -0.707 -3.514 -2.092
H 3.079 -0.028 2.105

Calculated values
- Charge: +1
- DFT total energy: -2222.4258 a.u.
- Highest occupied orbital energy (spin up / spin down): -11.95 / -11.99 eV
- Multiplicity: 6
- Orbital gap (spin up / spin down): 8.1 / 8.6 eV
- Maximum force: 1.88 eV/A

Results of the Löwdin charge analysis, in e, for atoms 1 through 5:
1 Sm 1.62
2 P 0.83
3 P 0.80
4 O -0.21
5 O 0.10